C9H6O | ωB97M-V with the def2-TZVPD basis set

Results
- Orbital gap: 8.8076 eV
- SMILES string: C=C1C(=O)c2ccccc21
- Relative energy (zero: lowest compared OMol25 entry of this formula, charge and spin): 0.0 kcal/mol
- Net charge: 0
- E: -11475.043 eV

XYZ file:
```
16
Properties=species:S:1:pos:R:3:nbo_charge:R:1
C 2.42610 1.86248 0.07059 -0.3897
C 1.80340 0.69987 0.00586 -0.0994
C 2.33979 -0.88056 -0.05243 0.5991
O 3.38377 -1.41684 -0.02474 -0.4958
C 0.85889 -1.26089 -0.01632 -0.1405
C -0.05690 -2.26087 0.09563 -0.1679
C -1.38667 -1.76152 0.00531 -0.2069
C -1.78205 -0.42836 0.02674 -0.1863
C -0.80660 0.57373 0.19198 -0.1941
C 0.47069 0.10462 0.02326 -0.0379
H 3.44579 1.75367 0.03230 0.2167
H 1.82887 2.84605 0.07581 0.2128
H 0.26114 -3.25629 0.17801 0.2268
H -2.03709 -2.58935 -0.09463 0.2108
H -2.89880 -0.36148 -0.04463 0.2294
H -1.18308 1.54294 0.27646 0.2229
```